Record 1
# C5H8S

C5H8S in the gas phase at a distorted geometry (wB97M-V/def2-TZVPD, the Open Molecules 2025 dataset).

Computed properties:
Energy above the lowest of the compared OMol25 structures with the same formula, charge and spin (kcal/mol): 54.1
HOMO (eV): -8.559
SMILES string: CC#CCSC
Molar mass (g/mol): 100.19
DFT total energy (eV): -16147.290
Frontier orbital gap (eV): 9.5
LUMO energy (eV): 1.0
Largest force on an atom (eV/Å): 5.28

```
14
Properties=species:S:1:pos:R:3:forces:R:3:mulliken_charge:R:1
C -0.9410 -3.2173 -0.2351 -2.22 1.72 -0.83 -1.22
H -0.6460 -3.7643 0.5974 0.46 -1.20 1.47 0.31
H 0.6880 0.6974 1.5971 -1.35 -0.35 0.56 0.26
H 1.0843 0.1047 -0.9535 -0.48 -3.27 -0.96 0.22
H -1.1743 0.9093 1.6243 0.03 0.20 0.25 0.34
H 2.4273 0.9343 -0.1085 0.37 -0.38 1.10 0.28
H -0.3798 -3.5058 -1.0813 0.40 -0.66 -1.06 0.32
C -0.6736 -1.8053 0.0307 1.13 4.42 1.98 0.29
C 1.5928 0.9546 -0.7647 -0.03 3.80 0.00 -0.82
S 0.1466 1.9352 -0.1758 0.25 0.28 -0.22 -0.10
H 1.9719 1.4462 -1.6427 -0.16 0.03 -0.66 0.34
C -0.3944 -0.6582 0.4446 -2.02 -4.72 -1.25 0.05
H -2.0580 -3.3475 -0.4046 1.42 -0.06 0.06 0.27
C -0.2936 0.6533 1.0551 2.19 0.21 -0.43 -0.53
```
Positions in Å, forces in eV/Å.

***

Record 2
# C2H10NO

A 2-piece molecular cluster, C2H10NO overall at a distorted geometry (wB97M-V/def2-TZVPD, the Open Molecules 2025 dataset).

Computed properties:
Energy above the lowest of the compared OMol25 structures with the same formula, charge and spin (kcal/mol): 36.7
HOMO (spin up / spin down) (eV): -3.222 / -10.978
2S+1: 2
Molar mass (g/mol): 64.11
DFT total energy (eV): -5769.132
Frontier orbital gap (spin up / spin down) (eV): 4.1 / 11.5
LUMO energy (spin up / spin down) (eV): 0.8 / 0.5
Largest force on an atom (eV/Å): 6.51

```
14
Properties=species:S:1:pos:R:3:forces:R:3:mulliken_spin:R:1
H 1.2043 1.8551 -2.0693 -0.54 -0.30 -0.14 0.00
H -0.6946 -2.0639 1.1743 -0.48 2.39 0.91 -0.11
N 0.2368 -0.0675 1.6759 -0.43 -0.91 -4.04 2.17
C -0.9704 -1.0306 1.6842 1.50 -2.01 0.09 0.69
H -1.1404 -1.2079 2.7559 -0.16 -0.11 -0.40 -0.34
H -1.8387 -0.5472 1.2424 0.30 0.00 -0.17 -0.11
H 1.0989 -0.3788 2.1790 -0.05 -0.27 0.14 -0.66
H -0.1268 0.7612 2.0801 -0.22 1.80 1.07 -0.58
C 0.6313 0.9950 -2.4765 -3.26 3.27 4.59 0.20
H 0.4975 0.2311 0.5993 -0.46 -0.89 2.34 -0.19
O 0.2362 0.2060 -1.3043 0.71 -1.92 -1.25 -0.02
H -0.4009 1.3399 -2.7066 1.26 0.17 -1.55 -0.03
H 1.2817 0.5677 -3.1069 1.61 -2.17 -2.71 -0.01
H -0.0148 -0.6601 -1.7272 0.21 0.94 1.11 0.00
```
Positions in Å, forces in eV/Å.

***

Record 3
# C48H118Cl2N15O13P5

A 10-piece molecular cluster, C48H118Cl2N15O13P5 overall at a distorted geometry (wB97M-V/def2-TZVPD, the Open Molecules 2025 dataset).

Computed properties:
Energy above the lowest of the compared OMol25 structures with the same formula, charge and spin (kcal/mol): 0.0
HOMO (eV): -7.997
SMILES string: CN(C)P(=O)(N(C)C)N(C)C.CN(C)P(=O)(N(C)C)N(C)C.CN(C)P(=O)(N(C)C)N(C)C.CN(C)P(=O)(N(C)C)N(C)C.CN(C)P(=O)(N(C)C)N(C)C.O=C1CCCO1.O=C1CCCO1.O=C1CCCO1.O=C1CCCO1.ClCCCl
Molar mass (g/mol): 1339.34
DFT total energy (eV): -172155.013
Frontier orbital gap (eV): 7.9
LUMO energy (eV): -0.1
Largest force on an atom (eV/Å): 2.01

```
201
Properties=species:S:1:pos:R:3:forces:R:3:mulliken_charge:R:1
C 10.0768 6.6684 12.9983 -1.13 0.51 -0.29 0.48
C 6.1871 2.4298 2.3632 -1.14 -0.64 -0.84 0.08
H 13.0422 3.1505 4.8195 -0.07 0.36 0.32 0.16
N 7.2122 6.6188 4.1120 -0.17 -1.10 -0.05 0.75
H 9.3359 8.7518 3.7790 0.19 0.14 0.04 0.21
C 6.9116 -3.5158 10.2131 0.80 -0.61 0.54 -1.35
O 9.1458 6.2166 13.8753 0.51 -0.14 -0.15 -0.36
O 14.9139 -7.8891 7.5944 0.39 -0.48 -0.27 -0.91
H 14.9269 0.0375 7.7332 -0.01 -0.16 0.00 0.34
H 11.9010 -5.0849 8.7562 0.32 0.04 -0.04 -0.28
H 17.7340 -0.5350 7.2047 -0.21 0.06 0.06 0.42
H 14.2439 0.0153 6.1536 0.20 -0.04 -0.47 0.30
P 8.7291 -0.3691 8.0709 0.20 -0.89 -0.54 -0.50
H 10.2855 2.6164 9.3406 -0.37 0.38 -0.49 0.54
H 16.0376 4.5561 6.6965 0.16 0.02 -0.36 0.30
H 14.3397 4.5162 7.0934 -0.04 0.33 -0.10 0.30
H 6.4674 1.3787 2.3942 0.39 0.13 0.59 0.31
H 11.7093 -2.3748 7.2123 0.00 0.15 0.45 0.44
H 17.2343 0.2634 3.1609 -0.01 0.19 0.07 0.31
O 11.5143 -1.4074 14.4844 -0.25 -0.24 -0.01 -0.35
H 6.8793 -2.5143 10.6405 -0.13 0.08 -0.19 0.44
H 7.4199 -2.4564 7.3026 0.07 -0.02 -0.03 -0.22
H 12.0749 -9.1003 10.6872 0.17 0.28 -0.46 0.25
N 6.1814 -6.5708 9.2250 -0.16 0.04 -0.29 0.63
H 7.2785 0.0891 4.7145 0.32 -0.36 0.00 0.48
O 3.7225 -5.8595 9.9159 0.06 -0.05 -0.43 -0.88
H 7.9103 7.6963 0.1761 -0.46 -0.16 0.22 0.28
H 8.5498 4.6946 5.0286 0.15 -0.30 0.26 -0.19
H 8.1288 -6.6567 8.5401 0.21 -0.22 0.07 0.52
H 10.0130 3.7935 4.4583 0.03 0.17 0.23 0.18
C 4.9863 -3.4075 8.7558 0.34 -0.94 -0.31 -1.10
H 12.6590 -10.2196 5.9563 0.06 0.01 -0.05 0.33
Cl 9.4672 -4.5434 3.9753 0.00 0.03 -0.39 -0.17
H 5.3473 -3.9315 7.8531 0.06 0.26 -0.12 0.27
N 5.5951 -4.0404 9.9293 -0.74 0.39 0.17 0.26
C 13.8620 -1.3470 14.3034 0.64 -0.33 0.57 -0.61
O 5.5453 2.6330 4.6940 -0.31 0.06 0.16 -0.41
H 7.8249 -7.6931 9.9956 0.02 -0.20 -0.38 0.16
H 13.1584 -6.5572 11.2254 -0.03 0.09 0.05 0.19
C 9.7217 8.3364 2.8415 -0.66 0.02 0.22 -0.89
H 4.9334 -6.4483 7.5633 -0.24 -0.32 -0.09 0.32
H 11.3849 -10.4125 8.4144 -0.10 0.15 0.58 0.25
N 5.7152 -5.9999 11.7005 0.05 0.54 -0.24 0.28
O 6.3733 3.3471 11.2272 0.21 -0.24 0.20 -0.60
C 5.2034 2.6045 1.2020 -0.05 1.04 0.26 -0.82
H 10.0196 9.1652 2.2057 0.19 0.05 0.09 0.42
C 17.5643 0.0278 6.2838 0.72 0.13 0.25 -1.14
H 5.2000 -8.1047 8.2284 -0.30 0.03 -0.42 0.30
H 15.4264 2.2933 1.8827 -0.28 -0.25 -0.24 0.52
C 4.4010 3.8255 1.6888 -0.52 -1.41 -0.85 -0.26
H 10.6026 7.7358 3.0722 -0.09 -0.18 -0.09 0.26
N 13.9907 -9.1862 9.7209 0.55 0.13 -0.34 0.31
N 8.6703 7.6092 2.1316 0.87 -0.20 -0.46 0.23
H 7.5976 -3.4973 9.3553 -0.29 0.10 -0.22 0.20
H 15.2858 -10.7913 10.2014 -0.31 0.08 0.22 0.33
H 5.6770 2.7325 0.2322 -0.09 0.05 -0.03 0.36
C 7.3210 -1.8637 6.3926 0.76 0.46 0.89 -0.28
H 5.8882 -5.3221 13.6519 -0.03 0.09 0.04 0.42
H 7.7537 -3.2236 3.2514 -0.30 0.06 -0.38 0.11
H 13.4743 -5.1337 10.1814 -0.04 0.05 0.22 0.53
C 5.2897 3.5651 7.9248 0.36 -0.86 0.31 -0.54
C 15.1793 -0.1449 6.6799 -0.02 0.41 1.11 -1.11
C 5.3168 2.8469 3.5356 0.73 0.03 0.01 0.38
P 7.9815 6.1895 2.6994 0.65 1.60 -0.25 0.27
C 14.8636 2.2488 2.8112 0.35 0.47 1.57 -1.14
H 13.4560 1.5568 5.3056 0.09 -0.06 0.06 0.34
C 5.8200 7.0452 4.0215 0.23 0.50 -0.35 -1.04
C 5.6119 -7.4048 12.0868 0.22 0.12 0.28 -0.91
H 4.8838 4.7670 1.4403 -0.02 0.16 0.56 0.06
C 7.8856 6.9689 5.3485 -0.70 0.55 0.21 -0.87
H 7.3585 3.9193 7.2259 0.16 -0.73 0.50 -0.62
H 7.4169 -4.1673 10.9295 -0.15 0.13 0.18 0.63
O 7.7550 -0.6536 9.1395 0.24 0.55 0.51 -0.93
H 8.4239 4.3294 14.2443 0.26 0.04 0.04 0.33
H 12.6094 0.3442 14.7467 -0.37 -0.10 -0.25 0.21
N 9.2850 5.2769 3.1714 -0.36 0.23 0.67 0.53
N 9.3332 1.1699 8.0664 0.35 0.83 -0.33 1.28
H 5.6632 -4.0406 12.4584 0.00 -0.01 0.00 0.30
C 9.5845 4.4234 12.3759 0.42 0.34 0.25 0.34
H 14.7860 3.2776 3.1731 -0.07 0.01 -0.10 0.25
H 8.3530 1.2505 5.4897 0.30 -0.33 -0.09 -0.10
H 14.2690 -2.1946 14.8617 -0.29 0.00 0.16 0.27
C 13.5206 2.5903 5.6350 0.11 -0.24 -0.05 -1.91
C 5.6599 -7.1441 7.9793 -0.39 -0.20 0.71 -1.06
C 10.8197 -1.7898 6.9836 -0.60 0.01 -0.68 -0.77
C 11.9901 -6.1066 8.3857 -0.39 -0.21 -0.12 -0.29
H 5.1482 3.0177 6.9953 -0.03 0.27 -0.07 0.16
H 14.8129 5.0339 5.4431 0.15 0.26 0.13 0.30
C 12.6433 -0.7241 14.9904 1.04 0.49 0.10 -0.37
C 11.2407 -9.3542 8.1571 0.40 -0.71 -1.01 -1.02
H 10.2237 -2.4390 6.3397 -0.03 0.10 -0.19 0.09
H 15.7029 0.0180 2.3548 0.00 0.00 0.01 0.48
H 5.8321 1.6443 8.7929 0.44 0.13 0.19 -0.18
H 8.9642 6.9618 5.2301 0.04 -0.28 0.20 0.44
C 8.4698 -3.7863 2.6553 0.22 -0.04 1.25 -0.36
H 13.5473 -8.6895 5.7451 0.22 -0.17 0.37 0.35
H 11.1233 2.0036 7.2892 -0.07 0.18 0.14 0.77
H 5.3854 7.0851 5.0191 -0.10 -0.21 -0.03 0.39
H 10.0852 4.0170 1.7095 0.25 -0.07 -0.03 0.28
C 7.5973 -6.7457 9.4891 -0.04 0.11 0.21 -1.10
H 4.4552 4.2464 8.0816 0.09 0.15 -0.06 0.38
H 9.0531 3.7355 11.7235 0.18 0.19 -0.36 -0.20
C 15.3111 -9.7246 9.9489 0.81 -0.58 -0.37 -1.06
H 14.6866 -0.6357 14.2700 -0.10 0.08 -0.41 0.34
H 10.4010 5.7166 1.4184 -0.16 0.17 0.14 0.43
C 16.1511 0.2277 3.3279 0.12 -0.39 -0.64 -1.14
N 14.8974 2.9797 5.8690 0.09 -0.52 -0.61 0.44
H 8.4233 3.4267 3.8054 -0.01 -0.08 0.04 0.05
H 7.0530 8.7699 1.3298 -0.06 -0.08 -0.02 0.25
P 16.1533 2.0419 5.2818 -0.19 0.83 0.09 0.41
C 13.1177 -9.3727 10.8560 -0.86 0.36 -0.05 -1.05
H 6.4999 5.2926 7.5963 0.16 0.37 1.15 0.06
H 10.1324 -1.6010 10.2636 0.00 0.17 -0.01 0.38
C 8.6058 4.9861 13.3920 -0.80 -0.61 0.67 -0.54
H 17.6606 -0.6769 5.4499 -0.17 -0.01 0.01 0.35
H 13.0313 -10.4346 11.0987 0.49 0.05 0.35 0.37
H 3.9073 -3.5404 8.7403 -0.04 0.35 0.27 0.35
C 9.0540 4.2342 4.1868 0.00 0.24 -0.71 -0.30
H 13.8535 1.8389 2.7719 -0.03 0.05 -0.79 0.34
H 9.9476 1.1157 10.0699 -0.28 0.06 0.13 0.39
O 7.1425 4.1543 9.3077 -0.08 0.58 -0.26 -0.43
C 5.3503 -5.0411 12.7450 0.15 -0.11 0.25 -1.01
H 11.2062 5.7288 11.5253 -0.06 -0.38 -0.14 0.32
H 11.2835 4.9021 2.7131 0.04 -0.13 -0.03 0.32
O 4.2464 3.5414 3.1007 0.56 0.57 0.15 -0.43
H 7.0403 3.0974 2.2762 0.04 0.00 -0.05 -0.03
H 9.5653 2.6121 6.5868 0.42 0.27 0.02 0.08
C 5.4083 2.6009 9.1158 -0.65 -0.24 -0.74 -0.16
N 12.4539 -8.8453 7.5461 0.69 0.84 -0.34 0.42
C 8.0173 8.3357 1.0551 0.06 -0.20 -0.80 -0.93
H 12.9673 2.6668 6.5731 -0.21 0.22 -0.16 0.96
H 4.2807 -5.0004 12.9757 -0.04 -0.17 -0.09 0.29
H 7.6108 5.1802 12.9831 0.19 0.03 -0.37 0.23
H 5.8813 -7.4503 13.1429 -0.32 -0.14 0.06 0.41
P 5.1543 -5.6337 10.1742 1.26 0.03 -0.20 0.11
N 10.0397 -1.4268 8.1643 0.25 -0.83 -0.31 0.86
C 11.8078 -2.0188 13.2988 0.01 0.76 0.21 0.40
H 10.4279 3.9062 12.8404 -0.33 -0.23 0.29 0.24
H 7.5888 7.9721 5.6825 0.20 0.15 -0.35 0.45
O 7.1003 5.6609 1.6384 -0.43 -0.30 0.36 -0.92
C 10.3215 4.9662 2.2023 -0.18 -0.28 -0.15 -1.09
O 10.9491 -2.4466 12.5919 0.07 -0.46 -0.01 -0.53
H 8.5540 2.1488 9.7263 0.25 0.43 0.31 0.11
C 13.3015 -1.8504 12.9979 -1.21 0.22 -0.22 -0.11
H 12.2095 -6.0920 7.3164 -0.11 0.17 0.01 0.29
H 8.6400 9.1422 0.6624 0.18 0.09 0.48 0.38
H 9.5920 5.9898 10.9025 -0.17 0.71 0.32 0.20
H 6.4044 -7.3432 7.2077 0.40 0.28 0.30 0.31
H 7.5134 6.3435 6.1692 0.52 -0.27 -0.11 -0.25
H 10.4804 -9.4004 7.3719 -0.19 0.40 0.17 0.35
H 11.8490 -8.7020 5.5203 -0.25 -0.14 0.26 0.33
H 12.7108 -0.7538 16.0767 -0.33 -0.44 -0.01 0.34
N 16.2924 0.7389 6.3323 0.09 -0.34 -1.07 0.23
C 6.3213 3.3429 10.0342 -0.09 0.11 0.43 0.37
C 10.7952 -1.5738 9.4000 -0.17 0.52 0.29 -1.14
H 11.3819 -2.4926 9.4291 -0.21 -0.15 -0.24 0.20
H 13.6766 -2.7868 12.5983 0.28 0.12 -0.05 0.25
C 15.0539 4.3700 6.2768 -0.29 -0.64 0.36 -0.98
Cl 8.9279 -5.6948 0.7963 0.45 -0.33 -0.47 -0.18
H 15.4879 -1.1875 6.6172 -0.10 -0.03 -0.29 0.46
H 5.7738 8.0579 3.5962 -0.14 0.01 0.15 0.30
H 5.3296 -2.3778 8.6930 -0.31 0.15 0.13 0.42
H 4.4424 1.8240 1.1731 0.49 -0.49 -0.10 0.31
H 7.7725 -2.4427 5.5881 -0.63 -0.10 -0.36 -0.29
C 10.1511 5.7280 11.8018 0.47 -0.56 -0.20 -0.42
H 11.5208 -0.7515 9.5000 -0.02 0.00 0.24 0.30
N 8.0981 -0.6225 6.5425 0.93 -0.04 -0.01 0.86
H 6.2646 -1.5967 6.3393 -0.05 -0.34 -0.57 0.53
H 6.7858 0.9706 6.1080 -0.04 -0.12 -0.02 0.44
N 13.0134 -6.8481 9.1043 -0.52 0.03 0.37 0.48
N 15.5882 1.4748 3.8221 -0.14 -0.94 0.18 0.29
H 15.8791 -9.2131 10.7357 -0.20 0.10 0.07 0.31
C 7.7883 -4.8278 1.8051 0.10 0.61 0.38 -0.41
C 6.6507 4.2781 7.9834 -0.66 0.17 -1.89 1.06
H 7.0885 -4.3079 1.1528 -0.19 -0.23 0.04 0.32
H 9.1201 -3.0866 2.1415 0.00 -0.19 -0.30 0.37
H 8.0017 -5.9906 10.1590 -0.20 0.17 -0.07 0.29
H 7.3128 -5.5614 2.4492 -0.29 0.10 -0.10 0.31
H 10.9868 -6.5325 8.5219 0.08 -0.08 -0.09 0.22
O 10.6698 7.6847 13.1961 0.37 0.04 -0.13 -0.57
H 3.4000 3.7197 1.2758 -0.06 0.65 -0.01 0.44
H 10.9096 -8.7393 8.9858 -0.07 -0.09 0.10 0.26
H 6.3491 -8.0382 11.5921 -0.08 0.16 -0.32 0.18
C 9.5255 1.8393 9.3591 -0.12 -1.34 0.50 -1.30
H 5.2411 6.4031 3.3618 0.02 -0.17 0.18 0.14
P 13.7252 -8.1851 8.3988 -1.46 0.17 1.25 0.34
O 17.4205 2.7866 5.1700 0.05 -0.01 0.39 -0.84
H 14.6680 -6.4078 10.2589 0.01 0.02 0.41 0.36
H 15.9573 -0.6660 3.9267 -0.19 0.28 0.32 0.27
C 13.5938 -6.2108 10.2877 0.41 -0.30 -0.90 -1.21
C 10.1123 1.7470 6.9757 -0.38 -0.40 -0.14 -1.85
H 15.9213 -9.6994 9.0452 -0.17 0.36 -0.05 0.33
H 18.3798 0.7461 6.2075 -0.09 0.03 -0.07 0.33
C 7.6511 0.4452 5.6761 -1.23 0.91 0.38 -1.03
H 4.4525 2.3323 9.5584 0.08 0.26 0.31 0.48
H 10.2177 1.0521 6.1435 0.00 -0.09 0.09 0.59
H 13.2421 -1.0810 12.2201 0.52 -0.12 -0.11 0.15
H 4.6128 -7.8076 11.9066 -0.02 -0.10 0.21 0.29
H 13.4190 -8.7349 11.6940 0.24 -0.50 0.27 0.34
H 11.1326 -0.9297 6.3810 0.10 -0.02 0.06 0.16
C 12.6406 -9.1401 6.1430 -0.23 0.00 -0.63 -1.09
```
Positions in Å, forces in eV/Å.